An isolated molecule of C14H16N4O4, computed with ωB97M-V/def2-TZVPD.

```
38
Properties=species:S:1:pos:R:3:forces:R:3
C -2.5629 2.7615 1.3066 -0.1 -0.1 0.2
C -2.2430 2.2818 2.7179 0.2 0.0 -0.1
C -0.9161 1.5259 2.8128 -0.2 -0.1 -0.1
C -0.8360 0.2702 1.9438 0.0 0.0 0.2
C -1.8513 -0.7889 2.3556 0.1 -0.1 -0.2
H -1.7504 -1.0232 3.4192 -0.1 0.0 0.0
H -2.8696 -0.4284 2.1944 -0.1 0.0 0.1
C -1.7386 -2.0769 1.5908 0.8 0.4 -0.2
O -2.6554 -2.9903 1.9525 -0.4 0.0 0.2
N -0.9028 -2.3728 0.6963 -1.8 -1.1 0.2
N 0.1643 -1.9237 0.1675 1.8 0.9 -0.7
C 0.2248 -1.2673 -0.9410 -0.5 -0.4 0.7
C -0.8989 -0.6743 -1.7117 -0.7 0.0 0.0
N -0.3130 -0.0486 -2.7984 -0.3 0.2 -0.3
C 1.0532 -0.1872 -2.7908 0.8 -0.3 0.3
C 1.9877 0.2864 -3.6966 -0.2 -0.1 0.1
C 3.3205 0.0077 -3.4548 0.3 -0.2 0.2
C 3.6992 -0.7270 -2.3316 -1.2 0.3 -0.3
C 2.7669 -1.2095 -1.4141 0.0 0.1 -0.2
C 1.4378 -0.9340 -1.6522 0.5 0.3 -0.4
H 3.0865 -1.7768 -0.5549 0.0 0.0 0.1
N 5.0929 -0.9940 -2.1146 0.6 -0.1 0.1
O 5.8857 -0.5708 -2.9317 0.2 0.1 -0.1
O 5.3999 -1.6276 -1.1256 0.1 -0.1 0.2
H 4.0895 0.3525 -4.1287 0.0 0.0 0.0
H 1.6889 0.8539 -4.5636 0.0 0.1 -0.1
H -0.8373 0.4431 -3.5053 0.0 -0.1 0.1
O -2.0849 -0.6832 -1.4672 0.1 0.0 0.1
H -2.5785 -3.7829 1.4044 0.2 0.1 -0.1
H 0.1715 -0.1457 2.0271 0.0 0.0 -0.1
H -0.9990 0.5409 0.9004 0.1 0.0 -0.1
H -0.1091 2.1986 2.5137 0.0 0.0 0.1
H -0.7434 1.2480 3.8554 0.1 0.0 0.0
H -2.1834 3.1487 3.3805 -0.1 -0.1 0.1
H -3.0572 1.6533 3.0823 -0.1 0.0 0.1
H -2.7501 1.9258 0.6370 0.0 -0.1 -0.2
H -1.7365 3.3464 0.9079 0.1 0.1 -0.1
H -3.4515 3.3884 1.3166 -0.1 0.1 -0.1
```
Positions in Å, forces in eV/Å.

For the HOMO energy, the calculation gives -8.68 eV. As for the spin multiplicity: 1. Its net charge is 0. As for the energy above the lowest of the compared OMol25 structures with the same formula, charge and spin: 378.7 kJ/mol. The value obtained for the molecular weight is 304.306 g mol⁻¹. The SMILES is CCCCC/C(O)=N\N=C1/C(=O)Nc2ccc([N+](=O)[O-])cc21. Its frontier orbital gap is 0.294 Ha.